1.
C32H80F4Li3N2O24S4 | the ωB97M-V functional and the def2-TZVPD basis

```
149
Properties=species:S:1:pos:R:3:forces:R:3:mulliken_charge:R:1
Li 2.32338 -3.29492 1.52263 1.474 0.821 -0.460 0.805
Li -0.02352 -3.78658 1.89747 -0.994 -0.368 0.127 0.850
Li -2.68774 -2.17583 2.30349 -0.829 0.805 -0.198 1.321
N -1.71094 -3.85144 2.82442 -2.006 -2.889 -0.026 -0.090
S -2.80939 -5.20517 2.86878 -1.360 -2.765 -5.903 0.636
O -4.14340 -4.88765 2.50647 0.441 0.895 0.833 -0.477
O -2.57625 -6.36425 3.65267 0.752 1.171 0.777 -0.481
F -2.18627 -5.65649 1.42045 -0.061 0.035 0.405 -0.308
S -1.66280 -3.83780 4.37352 4.678 3.904 7.062 0.866
O -0.71982 -4.69072 5.06981 -1.472 0.208 -1.692 -0.570
O -2.87662 -3.45413 5.01510 -0.374 -0.861 -0.744 -0.515
F -0.79851 -2.44990 4.41707 -0.490 -0.231 -0.325 -0.197
N 0.77732 -2.06480 1.51194 -2.525 0.919 -3.477 0.448
S -0.26304 -1.26957 0.35454 -2.118 -2.811 -4.099 0.383
O 0.17056 -0.11004 -0.35678 0.111 -0.897 1.603 -0.117
O -1.63410 -1.43706 0.75579 0.851 0.413 0.403 -0.595
F -0.17467 -2.43493 -0.75858 0.524 0.359 0.904 -0.260
S 0.94639 -0.72584 2.28063 4.233 2.740 7.508 0.445
O -0.22249 -0.10968 2.84446 0.295 -0.378 -1.758 -0.261
O 2.08362 0.05544 1.89076 -1.311 -0.355 -0.587 -0.440
F 1.53274 -1.47587 3.59870 -0.124 0.042 -0.422 -0.471
C -2.43244 0.82900 -6.55796 -0.334 0.299 -0.696 -0.849
O -1.23191 0.27580 -6.10325 -0.123 -0.501 0.510 -0.195
C -0.72190 -0.78409 -6.92471 0.115 1.365 0.424 -0.645
C 0.32983 -1.50497 -6.13486 0.955 -0.501 -0.194 -0.704
O -0.20447 -2.25413 -5.06152 -0.459 0.481 0.179 -0.296
C 0.64220 -2.22487 -3.90970 -0.809 -0.437 -1.253 -0.331
H -3.22542 0.08560 -6.69583 0.033 -0.142 0.180 0.363
H -2.32176 1.33840 -7.52470 0.184 -0.075 -0.069 0.376
H -2.78240 1.59508 -5.86769 0.167 -0.156 0.266 0.162
H -0.23580 -0.24322 -7.74136 0.049 -0.589 -0.514 0.382
H -1.52552 -1.42729 -7.28407 -0.014 -0.125 0.020 0.344
H 1.12075 -0.80890 -5.83020 -0.494 0.435 0.536 0.398
H 0.94323 -2.15479 -6.77296 -0.478 -0.348 -0.353 0.430
H 0.13957 -2.78274 -3.12433 -0.022 -0.027 -0.053 -0.434
H 0.74897 -1.18054 -3.60729 0.627 -0.092 0.151 0.346
H 1.52289 -2.78549 -4.23537 0.572 0.447 0.706 0.548
C -5.10754 -3.09490 0.39193 1.233 -0.506 0.501 -1.026
O -4.49189 -2.27093 1.39627 0.248 0.399 -0.822 0.202
C -5.33142 -1.24356 1.88251 -0.850 -0.105 0.551 -0.935
C -4.49290 -0.11915 2.37960 -0.499 0.357 -0.285 -0.118
O -3.51645 -0.62308 3.27919 -0.354 0.309 -0.131 -0.279
C -3.14569 0.31860 4.28106 0.857 0.276 0.082 -1.010
H -5.71562 -3.81652 0.93358 -0.776 0.231 -0.521 0.300
H -4.31724 -3.69613 -0.06429 0.150 0.114 0.118 0.197
H -5.51146 -2.49626 -0.42059 -0.597 0.041 0.296 0.381
H -5.97010 -1.62944 2.68695 0.198 -0.186 0.106 0.399
H -6.03359 -0.80393 1.16556 0.326 -0.363 -0.532 0.356
H -5.19653 0.57575 2.85075 0.272 0.045 0.390 0.445
H -4.08594 0.41576 1.51306 0.533 -0.071 0.187 0.144
H -2.66128 1.20075 3.85098 0.111 -0.135 -0.189 0.288
H -2.42330 -0.19723 4.90922 -0.085 0.119 0.151 0.293
H -3.97196 0.71057 4.87734 -0.299 -0.497 -0.089 0.330
C 4.40991 -5.10437 -4.61885 0.831 -0.757 0.114 -0.930
O 3.04179 -5.23153 -4.35112 -0.709 0.855 -0.080 -0.149
C 2.73051 -6.48419 -3.78207 -0.188 -0.142 -0.891 -0.709
C 1.24428 -6.62555 -3.48360 -0.059 0.534 -0.278 -0.713
O 0.73994 -5.51563 -2.78552 0.597 0.824 0.374 0.017
C -0.64502 -5.45538 -2.59899 -0.694 -1.515 0.121 -0.754
H 4.74225 -4.19439 -5.11922 -0.886 0.381 0.189 0.255
H 4.74705 -5.89442 -5.30468 0.061 -0.194 0.333 0.334
H 4.93861 -5.16622 -3.65604 0.347 -0.156 -0.257 0.387
H 3.41766 -6.70549 -2.96014 -0.182 -0.011 0.261 0.396
H 2.86061 -7.23544 -4.57199 0.475 -0.309 0.247 0.458
H 1.09925 -7.55931 -2.92948 -0.116 -0.071 -0.018 0.349
H 0.73605 -6.68568 -4.45129 -0.139 -0.155 0.017 0.413
H -1.24537 -5.59980 -3.50509 0.360 0.376 -0.318 0.334
H -0.94701 -4.53172 -2.11295 0.292 0.119 -0.056 0.037
H -0.95680 -6.30783 -1.97579 -0.065 0.181 0.274 0.381
C 4.42284 -1.76287 3.50813 -1.535 0.305 -0.723 -0.835
O 3.86715 -2.33966 2.28762 0.535 -0.607 -0.025 -0.187
C 4.70923 -2.01732 1.18514 0.928 -1.247 -0.853 -0.277
C 4.50423 -3.12685 0.13904 -0.681 1.109 0.958 -0.905
O 3.14321 -3.04111 -0.33930 1.036 -0.717 0.614 0.213
C 2.97839 -3.69585 -1.59642 -0.940 1.044 -1.099 -0.766
H 4.20360 -0.70917 3.32805 0.683 0.179 0.764 0.143
H 5.46929 -2.02626 3.63355 0.023 0.095 -0.118 0.391
H 3.81253 -2.12183 4.33232 0.144 -0.013 0.020 0.274
H 5.75652 -2.18710 1.46028 0.020 0.344 0.306 0.583
H 4.61675 -0.99057 0.83002 -0.451 -0.021 0.019 0.194
H 4.66550 -4.02856 0.73945 -0.037 -0.426 -0.448 0.296
H 5.21104 -3.09246 -0.68602 0.014 0.168 -0.023 0.422
H 2.15432 -3.15383 -2.05668 -0.464 -0.596 0.125 -0.124
H 2.77428 -4.76150 -1.54666 0.072 0.016 0.190 0.331
H 3.75666 -3.46118 -2.32698 0.575 -0.235 0.553 0.306
C 4.39575 1.87792 3.80945 -1.017 0.451 -1.229 -0.753
O 4.60227 3.27997 3.66386 0.221 -0.973 0.307 -0.443
C 4.32824 3.69213 2.32782 -0.218 0.777 0.540 0.346
C 5.38597 4.69221 1.94642 0.398 -0.298 -0.062 -0.745
O 6.58305 3.95954 1.71121 0.082 0.186 -0.231 -0.321
C 7.73316 4.77794 1.84019 -0.250 -0.126 0.426 -0.759
H 3.33622 1.66136 3.60953 -0.071 -0.078 0.091 0.270
H 4.60235 1.45211 4.78705 0.561 0.526 0.108 0.293
H 4.93221 1.40363 2.98214 0.356 -0.444 0.388 0.367
H 3.33150 4.14669 2.33180 0.027 0.060 -0.306 -0.071
H 4.33234 2.88913 1.58516 0.065 -0.246 0.244 0.261
H 5.56491 5.39064 2.76826 -0.233 0.096 0.048 0.395
H 5.09550 5.24678 1.04715 -0.024 0.065 -0.005 0.294
H 7.62849 5.70785 1.27735 0.108 -0.012 -0.193 0.294
H 8.60518 4.21584 1.51749 -0.067 -0.024 -0.214 0.241
H 7.88249 5.03576 2.89355 0.004 0.101 0.051 0.321
C -4.22412 3.98422 3.62898 0.569 0.804 -1.018 -0.520
O -3.58860 4.49670 4.76498 -0.428 -0.625 0.701 -0.378
C -2.63883 5.50144 4.57791 0.603 0.913 -0.062 -0.770
C -1.41043 5.10054 3.74552 -1.539 -0.638 0.017 -0.287
O -0.80581 3.96477 4.30714 0.826 0.698 0.499 -0.411
C 0.32580 3.54605 3.54692 -1.813 -1.189 -0.117 -0.500
H -4.59594 4.80513 2.99810 -0.146 0.019 0.047 0.407
H -5.07411 3.35450 3.87868 0.173 -0.061 0.405 0.261
H -3.50730 3.44642 2.99600 -0.166 -0.335 0.058 0.054
H -2.37557 5.86361 5.57237 0.231 -0.389 0.090 0.359
H -3.07651 6.39510 4.10751 -0.153 -0.156 -0.330 0.402
H -0.74112 5.94678 3.57314 0.132 0.037 0.249 0.320
H -1.84335 4.80221 2.77783 0.381 0.172 -0.334 0.293
H 1.17053 4.23298 3.53389 -0.060 0.080 0.016 0.420
H -0.11714 3.32126 2.56600 0.815 0.336 -0.477 0.173
H 0.55719 2.55557 3.94033 0.569 0.234 0.191 0.174
C -2.59049 -0.32746 -2.99768 0.511 -1.114 -0.188 -0.202
O -3.90805 -0.10585 -2.55284 -0.058 0.343 -0.420 -0.381
C -4.22953 1.29354 -2.45569 0.341 -1.474 0.210 -0.072
C -5.66708 1.39889 -1.98785 0.526 0.178 -0.274 -0.822
O -5.72163 1.26821 -0.58679 0.495 -0.111 0.714 -0.098
C -6.53989 2.14192 0.16098 -0.683 0.079 -1.060 -0.752
H -1.84240 0.35156 -2.57816 -0.169 0.229 0.159 0.172
H -2.43228 -0.37917 -4.07971 -0.446 0.609 -0.095 0.223
H -2.31326 -1.34652 -2.70994 -0.062 0.031 0.383 -0.001
H -4.11632 1.78248 -3.42771 0.163 0.048 0.009 0.204
H -3.50408 1.63735 -1.71326 -0.286 0.900 -0.069 0.203
H -6.21181 0.57504 -2.45546 -0.174 0.084 -0.058 0.257
H -6.03887 2.34683 -2.38981 -0.361 0.100 0.503 0.500
H -6.46803 3.16893 -0.20946 0.167 0.075 0.124 0.414
H -6.27265 2.10967 1.21309 0.193 -0.131 -0.010 0.056
H -7.58605 1.84234 0.03768 -0.098 0.057 0.248 0.341
C 0.79517 5.95433 0.37606 -0.252 0.219 0.077 -0.583
O 1.89952 5.19693 -0.05935 0.125 0.474 -0.074 -0.155
C 2.39811 5.58423 -1.34372 -0.152 -1.055 0.207 -0.560
C 1.48398 5.11003 -2.46361 0.622 -0.152 -1.137 -0.567
O 1.38654 3.70642 -2.63207 0.242 -0.034 1.110 -0.416
C 0.67638 3.01383 -1.58561 -0.105 0.631 -1.616 -0.271
H 0.89739 6.99411 0.05079 -0.022 0.085 0.186 0.450
H 0.74521 5.90173 1.46403 0.192 0.084 -0.008 -0.046
H -0.17756 5.59598 0.01701 0.147 -0.185 -0.243 0.217
H 3.36037 5.07634 -1.39906 0.015 -0.104 -0.249 0.235
H 2.61152 6.65276 -1.42880 -0.327 0.196 0.181 0.463
H 1.91507 5.36913 -3.43443 0.181 0.572 0.177 0.390
H 0.50706 5.60641 -2.45158 -0.209 -0.196 0.365 0.337
H -0.26509 3.56887 -1.52467 -0.262 -0.413 0.646 0.159
H 1.20562 2.96076 -0.63724 0.008 0.020 -0.032 0.148
H 0.51213 2.04073 -2.04429 -0.177 -0.183 0.458 0.168
```
Positions in Å, forces in eV/Å.

Summary:
LUMO level   -4.33 eV
Total charge   +1
F_max   9.33 eV/A


2.
C32H80O4 | the ωB97M-V functional and the def2-TZVPD basis

```
116
Properties=species:S:1:pos:R:3:forces:R:3:mulliken_charge:R:1
C 135.83500 111.22900 46.45200 -1.726 1.325 -0.041 -1.755
C 136.77700 112.35600 46.08200 -3.292 1.073 5.218 0.321
C 138.12000 112.21700 46.67300 2.637 -0.986 0.183 -0.835
C 139.02700 113.47300 46.83600 -0.082 -1.966 -2.893 0.386
C 140.46600 113.18700 47.40900 -1.188 0.496 0.543 -0.209
C 141.09400 114.56400 47.45900 -0.303 1.949 -1.270 -0.704
H 134.77100 111.46500 46.13500 1.351 -0.991 -0.873 0.363
H 135.58400 111.11500 47.47500 0.535 0.574 1.737 0.442
H 136.32200 110.33700 46.27300 0.112 -2.485 -1.349 0.469
H 136.05600 113.17300 46.45000 2.076 0.163 -0.549 -0.049
H 136.86700 112.39100 45.12000 0.038 0.565 -5.945 0.218
H 138.79400 111.44700 46.06400 -1.672 1.176 1.147 0.091
H 137.87300 111.77400 47.63100 0.908 -0.223 0.640 0.411
H 138.51700 114.11700 47.46400 -0.844 1.542 1.541 0.433
H 138.95400 114.02400 45.78100 0.905 -1.062 2.000 -0.618
H 141.05200 112.37800 46.81800 -0.991 1.410 1.235 0.151
H 140.39600 113.01800 48.55800 -0.158 -0.924 -2.030 0.343
H 141.13300 115.06700 46.42300 0.226 -0.827 1.445 -0.221
H 142.08900 114.50400 47.87800 0.296 0.380 0.113 0.420
H 140.43100 115.28300 48.07500 1.118 -1.217 -0.703 0.348
C 142.82500 121.14400 41.07700 -0.119 4.733 -3.670 -1.486
C 141.78400 120.15900 40.73600 -0.442 -0.026 -1.386 0.242
C 140.50800 120.34200 41.64400 3.494 -6.552 -0.684 -1.384
C 139.52900 119.23800 41.25700 0.532 3.487 11.145 -0.933
C 138.24400 119.24400 42.13600 1.414 -0.388 1.731 -0.674
C 137.25800 118.19500 41.72800 -1.972 1.207 -0.520 -0.841
H 142.49100 122.26000 40.64700 0.460 -2.441 1.827 0.226
H 143.78600 121.15300 40.56200 0.018 -1.008 -0.334 0.405
H 143.06800 121.15000 42.07000 0.316 0.403 2.774 0.402
H 142.36300 119.20000 40.73400 -1.442 0.024 0.315 0.155
H 141.45500 120.36400 39.66700 0.360 -0.553 1.073 0.089
H 140.10000 121.19500 41.47000 -2.194 5.847 -0.855 0.740
H 140.82100 120.20600 42.68500 -0.309 0.234 -0.037 0.369
H 139.98600 118.41800 41.63700 1.434 -3.193 0.369 0.119
H 139.25200 119.13600 40.40200 -2.535 -0.764 -10.515 1.274
H 137.64100 120.07800 42.32500 -0.356 2.380 -0.790 0.526
H 138.63100 119.17300 43.23600 -0.677 -0.868 -1.563 0.096
H 137.74500 117.28700 41.61400 0.319 -2.263 0.199 -0.103
H 136.60600 118.33000 40.82700 1.547 0.584 -0.419 0.407
H 136.36700 118.27400 42.33700 0.185 -0.972 1.384 0.402
C 136.60200 119.69600 51.71900 4.476 -1.943 0.173 -1.422
C 136.53300 119.65300 50.23500 0.694 3.480 0.300 -0.220
C 136.83200 118.33200 49.68900 1.098 2.936 -4.707 -1.016
C 136.53400 118.24500 48.14300 -2.846 -3.305 1.784 -1.314
C 136.90900 116.92000 47.52600 1.599 1.619 -1.102 -0.077
C 136.58600 116.78800 46.03700 -2.888 -11.135 11.039 -3.859
H 136.16700 120.53300 52.11200 -1.173 2.035 1.209 0.452
H 137.71900 119.65700 52.05200 -1.753 0.181 -0.279 0.251
H 136.19700 118.78100 52.07200 -0.775 -0.646 0.854 0.351
H 137.18500 120.54300 49.85200 -1.007 -1.738 0.122 0.229
H 135.53600 119.95800 50.11100 -1.625 0.314 -1.207 0.351
H 136.43900 117.63900 50.28400 -2.063 -3.244 1.936 0.705
H 137.87800 118.28400 49.82300 1.581 -0.738 -0.177 0.341
H 136.84600 119.00100 47.59400 3.067 3.848 -1.981 0.708
H 135.51800 118.37500 47.72100 -0.827 -0.157 1.663 0.475
H 136.46000 116.22500 48.11100 -1.735 -2.554 1.427 0.472
H 137.94500 116.80600 47.80900 0.852 -0.401 -0.729 0.094
H 136.96700 117.35000 45.54700 8.114 13.678 -9.967 1.763
H 135.65300 116.73400 45.76000 -5.524 0.050 -0.668 0.870
H 136.98600 115.97700 45.50000 0.793 -2.326 0.261 0.882
C 140.66800 111.07900 43.11100 7.821 -1.807 -5.603 -1.422
C 141.82100 112.08200 42.93100 1.127 2.493 -0.844 -0.034
C 142.53900 112.47700 44.21900 -0.140 2.579 0.003 0.099
C 143.85800 113.28000 43.91000 -0.018 1.273 0.581 -0.734
C 144.43600 113.77000 45.23500 -2.120 8.793 -2.325 -0.336
C 145.77400 114.50000 45.08700 1.067 0.835 3.316 -1.373
H 139.95600 111.46800 43.60300 -5.593 2.284 3.438 0.208
H 141.21200 110.23000 43.47700 -0.576 -0.761 0.983 0.524
H 140.60600 110.85100 42.04100 -1.694 -0.318 0.224 0.303
H 141.53500 113.08100 42.36800 0.014 -1.819 1.365 -0.002
H 142.65300 111.76200 42.22100 -1.149 -0.481 0.808 0.424
H 142.74000 111.70300 44.92900 0.500 -1.297 -0.089 0.798
H 141.87700 113.12500 44.95200 1.037 -0.557 -1.847 -0.639
H 143.75300 114.16000 43.28400 -1.561 0.720 0.168 0.200
H 144.68500 112.98700 43.20900 -0.501 -1.744 1.073 0.482
H 144.59700 113.04900 45.81900 1.051 -5.942 4.851 0.709
H 143.72900 114.60300 45.92700 1.248 -2.581 -2.323 -0.147
H 146.32700 114.77200 46.16200 -2.106 -0.009 -2.209 0.280
H 145.78900 115.43600 44.46500 0.290 -1.418 0.238 0.309
H 146.43200 113.67000 44.97500 1.249 -0.190 -1.886 0.409
C 137.39500 114.10200 42.60400 1.110 -5.401 3.380 -0.241
C 137.99200 113.70300 41.28300 -1.549 4.922 0.564 -0.832
O 139.14300 114.44300 40.91700 -0.905 -0.183 1.510 -0.153
H 138.15600 113.69500 43.51400 -2.301 0.834 -1.972 -0.355
H 136.30500 113.62200 42.68700 2.527 0.646 0.086 0.392
H 137.25400 115.08500 42.84500 -0.059 2.851 -0.198 -0.049
H 137.11700 113.99000 40.75300 -0.640 1.054 -2.039 0.410
H 137.95700 112.74300 41.02500 1.033 -4.456 -0.074 0.811
H 139.42800 114.14100 40.06900 0.776 -0.225 -1.363 -0.006
C 141.46600 117.10300 44.43100 -1.943 -1.277 0.973 -1.516
C 140.41700 116.14300 43.84100 2.323 -0.153 -2.901 2.283
O 141.09000 115.53200 42.60500 -1.774 1.142 1.800 -0.619
H 142.32800 116.56500 44.75700 0.551 -0.651 0.334 0.299
H 140.92700 117.45800 45.30700 0.471 0.673 0.379 0.411
H 141.84400 117.89900 43.83200 -0.381 0.606 -0.831 0.320
H 139.46400 116.62600 43.57900 0.351 0.183 -0.209 -0.367
H 140.16500 115.28500 44.43500 0.131 -0.135 0.903 -1.029
H 140.32400 115.11300 42.18000 0.404 -0.195 -0.591 0.083
C 138.87700 116.97700 37.88000 -1.094 0.458 0.108 -0.794
C 140.29100 117.54800 38.13700 -2.120 1.874 1.273 0.296
O 141.28400 116.72500 37.48300 -7.846 -1.647 -5.600 -0.541
H 138.69600 116.90900 36.80000 0.217 -0.029 0.123 0.357
H 137.92500 117.47100 38.28500 1.860 0.324 -0.317 0.293
H 138.73600 116.00500 38.30800 0.459 -0.849 0.031 0.054
H 140.68200 117.36000 39.15200 -1.343 0.968 0.349 -0.058
H 140.13300 118.83000 37.98200 1.444 -3.662 -0.223 0.137
H 141.93900 117.02000 37.92100 8.349 2.543 4.316 0.286
C 139.56200 111.93400 37.69900 1.099 1.643 3.108 -1.380
C 140.36400 113.08700 37.31100 -2.165 2.349 2.325 -0.426
O 140.39800 114.09900 38.37300 1.058 0.786 -1.451 -0.514
H 139.45100 111.20500 37.04800 1.170 -3.847 -3.587 0.566
H 138.53400 111.98500 37.79900 -2.349 1.712 1.108 0.360
H 140.01000 111.58600 38.62900 -0.256 -0.475 0.051 0.199
H 140.20200 113.61600 36.45700 -2.499 1.477 -2.748 0.525
H 141.27000 112.86100 36.98300 4.867 -1.979 0.048 0.463
H 140.80600 114.93600 37.93400 -0.955 -1.728 1.267 0.207
```
Positions in Å, forces in eV/Å.

Summary:
LUMO level   0.70 eV
F_max   18.77 eV/A


Computed energy relative to the best compared isomer or geometry (same formula, charge and spin) (kcal/mol) in order:
0.00 35.46
Computed HOMO-LUMO gap (eV) in order:
6.6612 10.1967